Entry 1:
This record from the Open Molecules 2025 dataset describes C4H5NO2 in the gas phase. The level of theory is the ωB97M-V functional and the def2-TZVPD basis.

```
12
C4H5NO2 (the ωB97M-V functional and the def2-TZVPD basis)
H 0.792 2.410 -0.259
H -0.561 1.799 -1.244
H 1.113 1.620 -1.817
N -0.117 -0.306 1.106
C 0.827 -0.858 0.184
O -2.179 -0.103 0.052
C 0.470 1.606 -0.931
H 1.322 -2.488 0.949
O 1.497 -2.001 0.132
H -1.934 -1.121 1.784
C 0.545 0.300 -0.256
C -1.498 -0.556 0.939
```

Its SMILES is CC1=C(O)N1C=O. As for the spin multiplicity: 1. Its LUMO energy is 0.018 Ha. For the energy above the lowest of the compared OMol25 structures with the same formula, charge and spin, the calculation gives 3.743 eV.

Results of the Mulliken charge analysis, in e, for atoms 1 through 4: 0.2933, 0.3062, 0.2943, -0.4705

Entry 2:
This record from the Open Molecules 2025 dataset describes 2 unconnected molecules or ions with the total composition CH9FNO3P2S at a distorted geometry. The level of theory is the ωB97M-V functional and the def2-TZVPD basis.

```
18
CH9FNO3P2S (the ωB97M-V functional and the def2-TZVPD basis)
H -1.049 -0.123 -0.750
H -2.869 -2.319 0.636
P 0.941 2.183 -0.834
H -2.436 -2.213 2.900
H 1.707 2.877 0.157
O -2.094 -1.811 0.893
H 0.659 -1.315 0.510
H -0.770 -1.769 2.467
C -1.649 -2.328 2.152
H -1.017 1.288 1.161
O 2.770 2.696 -3.085
S 2.154 1.498 -2.468
H -1.387 -3.383 2.049
F 1.261 0.766 -3.617
N 0.833 -0.380 0.899
O 3.174 0.591 -1.930
H -0.012 3.144 -1.326
P -0.217 0.600 0.184
```

The total charge is +1. As for the spin multiplicity: 1. Its LUMO energy is -0.237 Ha.

Results of the Mulliken charge analysis, in e, for atoms 1 through 4: 0.1960, 0.2887, 0.0451, 0.2888

Entry 3:
This record from the Open Molecules 2025 dataset describes a molecular structure, C46H46GeN4ReSSi at a distorted geometry. The level of theory is the ωB97M-V functional and the def2-TZVPD basis.

```
100
C46H46GeN4ReSSi (the ωB97M-V functional and the def2-TZVPD basis)
H -0.427 0.813 -4.216
H 3.331 -3.465 2.484
C -3.142 -1.842 -3.397
C 1.248 -4.480 0.173
H -3.284 -3.561 -6.313
C 3.245 5.668 0.514
Si -0.392 2.967 -2.920
H -0.803 1.962 3.669
H 4.245 -2.264 -2.026
C 2.017 5.336 1.141
C 2.463 -3.859 4.417
H 1.833 -1.662 1.925
H -5.062 1.733 -0.720
C -1.229 -0.063 4.200
C -1.460 1.320 4.240
C 0.870 -3.279 -0.408
C 2.565 -3.192 3.200
H 1.375 3.761 -4.513
H 0.053 -2.840 -3.734
H -4.188 1.470 6.244
H 0.596 -6.257 1.182
C -1.419 -3.791 0.036
C -2.496 1.861 4.968
H 1.472 6.052 1.743
H -3.958 -0.673 2.647
C 1.511 4.073 0.955
C -0.468 -2.917 -0.487
H -5.494 0.975 1.601
H 3.137 -4.670 4.665
H -1.804 -5.640 1.051
C -1.794 -1.970 -3.084
C -2.136 -0.871 4.898
C 0.295 -5.332 0.702
H 3.805 -3.104 -0.622
H 6.019 1.605 -0.896
H -2.508 4.299 -2.776
N 4.098 -2.233 -1.022
C 0.676 -0.212 -1.661
S 1.551 -0.599 -3.104
C -3.806 -0.352 1.623
N 3.861 -0.027 -1.149
C -2.872 -3.124 -5.411
H -1.113 5.348 -2.544
H -2.049 -1.946 4.828
C 3.608 -1.110 -0.434
H 5.393 1.962 -2.507
H 4.332 -0.056 -2.051
H -2.632 2.937 4.973
C 3.911 4.721 -0.200
H -3.173 0.828 -1.973
H -2.472 -3.537 -0.022
H 1.624 -2.598 -0.787
H -4.737 -2.284 -4.758
H 0.571 3.766 1.400
C 1.705 -2.167 2.877
C -1.046 -4.984 0.634
C -3.680 -2.406 -4.546
H -1.562 4.822 -4.170
H 2.045 2.643 -3.325
Re 1.232 1.224 -0.442
C -1.497 4.510 -3.124
C 1.352 3.475 -3.458
C -2.484 -0.464 -0.409
C -2.731 -0.853 0.905
H -1.347 2.098 -0.785
C 3.982 2.301 -0.901
H -0.284 3.469 -0.619
C 3.368 3.402 -0.316
H -0.879 -3.848 -5.763
H -3.805 -1.308 -2.731
C 0.635 -2.403 4.996
C 5.373 2.289 -1.459
C -3.183 -0.328 5.619
C -4.418 0.992 -0.258
H 1.406 -3.917 6.284
C 1.493 -3.441 5.312
H 4.854 4.963 -0.673
N 2.113 3.126 0.223
H -2.068 1.418 -4.006
C -0.369 2.484 -1.097
C -1.035 1.714 -4.185
H 1.716 4.314 -2.864
H -1.005 2.186 -5.172
H -0.071 -2.080 5.746
H 2.299 -4.735 0.250
Ge -0.978 -1.256 -1.420
H 5.818 3.280 -1.425
C -4.657 0.573 1.040
C 0.190 0.089 2.274
C -1.002 -2.715 -3.955
H 3.662 6.666 0.611
C 0.694 -1.748 3.757
C -3.346 0.473 -0.968
C -1.527 -3.281 -5.103
N 3.226 1.166 -0.878
C 0.455 0.697 1.193
C -0.129 -0.591 3.392
H -2.062 -1.546 1.394
C -3.370 1.045 5.675
H -3.871 -0.992 6.130
```

The expectation value of S² is 0.853. The total charge is -2. As for the spin multiplicity: 2. Its LUMO energy (spin up / spin down) is 0.163 / 0.163 Ha. For the energy above the lowest of the compared OMol25 structures with the same formula, charge and spin, the calculation gives 0.000 eV.

Results of the Mulliken charge analysis, in e, for atoms 1 through 4: 0.1714, 0.3697, -0.1082, -0.0851

Entry 4:
This record from the Open Molecules 2025 dataset describes a molecular structure, C28H70Mn2O14 at a distorted geometry. The level of theory is the ωB97M-V functional and the def2-TZVPD basis.

```
114
C28H70Mn2O14 (the ωB97M-V functional and the def2-TZVPD basis)
H -5.540 -0.315 -0.297
H 0.984 -2.546 6.231
H 4.034 6.452 3.390
H 5.281 0.265 -0.529
H 0.734 4.139 -2.349
H 1.547 4.487 0.032
H -0.996 0.477 1.213
C 0.801 -1.655 5.633
H -2.866 -0.712 -4.415
H 3.194 5.079 -0.013
H -5.846 -2.528 -4.293
C 4.267 -5.350 1.232
C 2.538 4.353 0.483
C -1.486 -4.133 1.420
H 1.857 4.129 2.519
H 1.743 -1.096 5.648
H 6.673 -7.560 1.047
C -5.935 0.252 2.559
C -1.164 4.204 -3.461
H -2.649 -2.421 2.866
O 4.685 0.691 1.403
Mn 1.440 -2.907 2.518
H 4.682 -3.219 1.032
C -1.583 -2.221 2.875
O -3.624 1.649 -3.485
C -3.632 -0.234 -5.039
C 2.542 4.776 1.949
H 0.852 -3.538 -0.131
O 3.017 3.032 0.369
H -4.852 -2.418 -5.695
O 1.382 -0.868 1.670
O 0.389 -1.977 4.295
H 3.476 3.432 -1.678
C -1.005 -2.287 4.299
H -3.040 1.537 2.001
H -4.181 1.904 -5.456
C 0.970 -0.304 0.410
H 6.318 -1.536 1.685
O 0.407 2.283 -3.174
C 4.053 -3.998 0.601
H -0.929 -5.029 1.140
O -4.733 0.533 1.842
H -3.516 0.768 3.509
H 2.048 2.648 -1.397
C 3.067 2.676 -0.994
O -6.807 -1.502 0.873
H -1.954 0.695 -2.747
C -1.486 5.689 -5.229
O 2.702 -3.486 0.779
C -4.874 -2.169 -4.627
O 5.411 -5.951 0.741
H -1.122 6.357 -6.006
H -0.735 0.792 -0.424
H -2.514 1.610 -5.088
H 2.140 5.794 1.928
H 1.707 -5.093 -0.046
H -2.123 4.982 -5.777
O -4.834 -0.767 -4.509
H 2.058 3.154 -4.296
Mn 3.148 -0.086 2.583
H 4.223 -4.013 -0.476
H -1.280 -1.241 2.501
O -0.742 -3.172 2.205
H -5.918 -1.985 -0.812
H -1.840 4.744 -2.792
C 5.150 -0.223 0.456
H 3.174 5.136 4.371
H -1.731 -3.571 0.519
H -3.506 -0.577 -6.072
O -0.545 5.103 -4.364
H 0.516 2.834 -5.145
H -2.358 -4.608 1.871
H -5.672 -0.510 3.308
H 4.389 -5.217 2.322
H -0.556 3.270 -1.677
H -3.031 1.458 -1.548
H 2.100 -3.900 -1.288
H 1.832 0.125 -0.103
C -7.058 -0.388 1.761
C 3.958 5.396 3.658
C -3.896 1.338 2.648
H -7.652 0.267 1.112
H -2.194 6.260 -4.613
C 1.180 2.507 -4.343
C -3.002 0.895 -2.479
H 6.702 -6.196 2.286
C -0.094 3.483 -2.649
H -7.842 -0.758 2.424
H -4.068 -2.698 -4.109
H 6.708 -1.710 0.009
H 0.316 1.616 0.766
H -3.484 -0.078 -2.328
H 0.128 -0.929 6.086
H 3.600 1.744 -1.163
H -4.224 2.291 3.068
H 3.375 -5.987 1.131
C 6.438 -0.962 0.752
H 4.944 5.152 4.055
H -1.646 -1.605 4.865
H 1.530 1.512 -4.628
H -4.727 -1.628 0.512
C -5.671 -1.346 0.036
H 7.237 -0.266 1.001
H 4.340 -0.830 -0.004
O 3.831 4.595 2.480
H 5.387 -7.453 2.163
H -6.337 1.116 3.093
C 1.822 -4.027 -0.243
C -0.185 0.678 0.512
H -1.275 -3.269 4.698
H -1.710 3.447 -4.034
C 6.113 -6.834 1.628
C -3.532 1.258 -4.871
H 0.664 -1.180 -0.175
```

The expectation value of S² is 30.018. The total charge is +2. As for the spin multiplicity: 11. Its LUMO energy (spin up / spin down) is -0.287 / -0.318 Ha. For the energy above the lowest of the compared OMol25 structures with the same formula, charge and spin, the calculation gives 7.108 eV.

Results of the Mulliken charge analysis, in e, for atoms 1 through 4: 0.3219, 0.3236, 0.3139, 0.2295

Entry 5:
This record from the Open Molecules 2025 dataset describes C4H8O2 in the gas phase at a distorted geometry. The level of theory is the ωB97M-V functional and the def2-TZVPD basis.

```
14
C4H8O2 (the ωB97M-V functional and the def2-TZVPD basis)
H -0.155 -1.576 -2.310
O -0.716 -0.508 0.155
C 0.784 0.965 1.860
H -0.588 0.772 -1.497
H 1.595 0.934 2.606
C 0.624 -1.007 -1.792
H 1.282 -0.561 -2.548
H 1.221 -1.701 -1.192
H 0.838 0.673 -0.426
C -1.202 0.287 1.151
H -1.951 -0.293 1.668
C 0.055 0.094 -0.914
O -0.325 0.630 2.421
H -1.461 1.291 0.817
```

As for the spin multiplicity: 1. Its LUMO energy is 0.033 Ha. For the energy above the lowest of the compared OMol25 structures with the same formula, charge and spin, the calculation gives 4.766 eV.

Results of the Mulliken charge analysis, in e, for atoms 1 through 4: 0.3003, -0.2862, -0.3330, 0.2532